1.
# C15H22FeNO

A structure of composition C15H22FeNO at a distorted geometry (ωB97M-V/def2-TZVPD, the Open Molecules 2025 dataset).

For the HOMO-LUMO gap (alpha / beta), the calculation gives 0.111 / 0.241 Eh. The spin multiplicity is 5. As for the maximum force: 0.0439 Eh/bohr. Its lowest unoccupied orbital energy (alpha / beta) is 3.047 / 2.968 eV. For the highest occupied orbital energy (alpha / beta), the calculation gives 0.018 / -3.601 eV. As for the charge: -1.

Each line ends with the Mulliken spin population.
Element x y z (Å)
C -1.4617 0.0174 0.5198  -0.427
C 0.0425 -0.0078 0.4831  1.495
O 0.5396 1.1682 1.1626  -1.037
C 0.6072 -1.2267 1.2020  0.819
N 2.0399 -1.4778 0.7148  -1.729
H -1.8738 -0.8409 -0.0224  -0.202
H -1.8248 -0.0248 1.5528  0.043
H -1.8433 0.9329 0.0593  -0.036
H 0.3782 -0.0204 -0.5717  0.597
H 1.1143 1.6725 0.5633  0.307
H 0.6497 -1.1090 2.2908  0.065
H 0.0036 -2.1196 0.9730  0.050
H 2.0751 -2.4765 0.4263  0.123
H 2.2185 -0.9615 -0.1565  0.434
C 3.3478 0.2906 1.8883  0.116
C 3.1901 -1.1910 1.5772  0.261
C 4.3892 -1.7596 0.8434  -0.425
C 5.6617 -2.2056 1.3926  0.020
C 6.4758 -2.6786 0.2936  0.105
C 5.7490 -2.4653 -0.9402  -0.115
C 4.4866 -1.8580 -0.6153  0.414
Fe 4.7043 -3.5881 0.3397  2.825
C 3.3963 -4.8019 -0.4861  0.108
C 3.0310 -4.5070 0.8906  0.251
C 4.1512 -4.8675 1.7377  -0.010
C 5.1985 -5.4072 0.8933  0.012
C 4.7328 -5.3647 -0.4838  0.024
H 2.3895 0.8160 1.9343  0.070
H 3.8444 0.3904 2.8586  -0.027
H 3.9953 0.7630 1.1385  0.107
H 3.0164 -1.7621 2.4936  -0.029
H 5.9443 -2.1527 2.4440  -0.012
H 7.4908 -3.0652 0.3654  0.013
H 6.0998 -2.6660 -1.9504  -0.013
H 3.7445 -1.4768 -1.3185  -0.132
H 2.7403 -4.6967 -1.3476  0.011
H 2.0362 -4.2575 1.2507  -0.100
H 4.1562 -4.8197 2.8241  0.008
H 6.1407 -5.8240 1.2430  0.010
H 5.2701 -5.7364 -1.3545  0.007

Cartesian forces, eV/Å:
C -0.34 -0.12 0.18
C 0.08 0.73 1.00
O -0.71 -0.71 -0.35
C 0.66 0.09 -0.42
N -1.52 -0.64 -0.63
H 0.01 0.01 -0.04
H -0.01 0.06 -0.10
H 0.13 -0.10 0.05
H 0.10 0.04 0.13
H 0.14 0.17 -0.57
H -0.08 0.13 -0.26
H 0.39 0.19 -0.06
H 0.57 0.37 0.27
H -0.44 0.35 -0.30
C 0.07 0.32 0.14
C 1.38 -0.38 0.45
C 0.72 2.13 -0.17
C 0.36 1.55 0.02
C 0.93 1.58 -0.25
C 0.88 1.63 -0.09
C 0.24 1.47 0.07
Fe 0.08 0.02 -0.29
C -0.80 -1.79 0.06
C -0.79 -1.57 0.21
C -0.61 -1.81 0.27
C -0.60 -1.64 0.27
C -0.79 -1.71 0.07
H 0.34 -0.18 0.15
H 0.03 -0.03 -0.11
H -0.30 -0.11 0.12
H 0.05 -0.02 0.05
H -0.12 -0.25 -0.35
H -0.37 0.07 0.04
H -0.06 -0.02 0.38
H 0.30 -0.32 0.07
H 0.25 0.05 0.22
H 0.12 -0.05 -0.04
H 0.09 0.06 -0.31
H -0.25 0.22 -0.16
H -0.14 0.21 0.29


2.
# C3H5NO2

An isolated molecule of C3H5NO2 at a distorted geometry (ωB97M-V/def2-TZVPD, the Open Molecules 2025 dataset).

For the HOMO-LUMO gap, the calculation gives 0.420 Eh. As for the SMILES: N#C[C@@H](O)CO. The spin multiplicity is 1. As for the maximum force: 0.0645 Eh/bohr. Its lowest unoccupied orbital energy is 0.489 eV. For the highest occupied orbital energy, the calculation gives -10.950 eV.

Each line ends with the Löwdin charge.
Element x y z (Å)
C -0.0441 0.3677 -0.8058  -0.258
C 0.3353 -0.5792 0.2735  -0.399
C -0.2334 0.0039 1.5408  -0.146
H 1.0416 2.0346 -0.9498  0.151
H -1.1746 0.2979 -0.8611  0.149
H 0.3761 0.1526 -1.7845  0.130
H 1.4603 -0.5557 0.4379  0.177
H -1.0777 -1.9138 0.0449  0.106
N -0.7362 0.3353 2.5450  0.160
O 0.1731 1.7282 -0.4784  -0.082
O -0.1205 -1.8714 0.0375  0.011

Cartesian forces, eV/Å:
C -2.33 1.19 -1.09
C 1.35 0.75 1.65
C -1.06 0.07 2.29
H -2.45 -0.81 1.46
H 1.06 -0.14 -0.35
H 0.07 -0.48 0.04
H -1.24 -0.54 -0.34
H -0.29 0.21 0.05
N 1.20 -0.67 -2.41
O 2.95 0.86 -1.26
O 0.76 -0.44 -0.06


3.
# C5H13N2

The ion C5H13N2 with charge +1 at a distorted geometry (ωB97M-V/def2-TZVPD, the Open Molecules 2025 dataset).

For the HOMO-LUMO gap, the calculation gives 0.423 Eh. As for the SMILES: CCN1C[N+]1(C)C. The spin multiplicity is 1. As for the maximum force: 0.0972 Eh/bohr. Its lowest unoccupied orbital energy is -3.148 eV. For the highest occupied orbital energy, the calculation gives -14.646 eV. As for the charge: +1.

Each line ends with the Löwdin charge.
Element x y z (Å)
C 0.2020 0.0335 -1.3441  0.100
C -1.6997 -2.0544 0.3194  -0.049
C 2.1560 0.6628 -0.1854  0.044
C 0.0730 1.8688 0.2190  0.015
C -1.0961 -0.7792 1.0562  -0.144
N 0.1540 -0.6081 0.2138  0.012
N 0.7161 0.6228 -0.0787  -0.368
H 0.7419 -0.4708 -2.1289  0.128
H -0.8257 0.1779 -1.6687  0.126
H -0.8548 -2.8070 0.2705  0.102
H -2.4930 -2.3260 1.0304  0.085
H -1.9414 -1.8659 -0.7159  0.060
H 2.4478 -0.2653 0.0619  0.075
H 2.3871 0.8052 -1.2432  0.122
H 2.6279 1.3947 0.4549  0.122
H -1.0317 1.7694 -0.0064  0.127
H 0.3199 2.1933 1.2258  0.123
H 0.3895 2.6253 -0.4903  0.121
H -1.6203 0.1203 1.0147  0.073
H -0.6527 -1.0973 1.9948  0.126

Cartesian forces, eV/Å:
C -2.60 -2.43 3.51
C 1.39 0.61 2.08
C 0.72 2.30 -0.87
C -2.12 1.36 0.02
C 2.39 -2.31 -3.22
N 0.80 -0.97 -2.00
N -0.79 1.27 -3.45
H 1.14 -0.08 0.69
H 0.14 1.10 0.51
H -1.18 0.63 0.45
H -0.11 -0.64 -1.03
H -0.75 0.25 0.01
H 1.41 -3.28 0.97
H 0.30 0.46 0.39
H -0.15 0.23 0.13
H 1.25 0.13 0.82
H -0.29 -0.07 0.13
H 0.47 0.02 -0.05
H -1.51 1.06 0.53
H -0.51 0.36 0.36


4.
# C6H16N2

An isolated molecule of C6H16N2 (ωB97M-V/def2-TZVPD, the Open Molecules 2025 dataset).

For the HOMO-LUMO gap, the calculation gives 0.355 Eh. As for the SMILES: CCNCCNCC. The spin multiplicity is 1. As for the maximum force: 0.0104 Eh/bohr. Its lowest unoccupied orbital energy is 1.156 eV. For the highest occupied orbital energy, the calculation gives -8.497 eV.

Each line ends with the Löwdin charge.
Element x y z (Å)
C 0.3646 0.3199 -0.6231  -0.239
N 0.2973 -0.5848 -1.7658  -0.093
C 1.4538 -0.5098 -2.6506  -0.314
C 1.2427 -1.4001 -3.8636  -0.109
C -0.3096 -0.2594 0.6080  -0.235
N -0.6460 0.7874 1.5635  -0.102
C -0.7136 0.3470 2.9505  -0.298
C -1.5538 1.2977 3.8112  -0.093
H 1.4136 0.5389 -0.4222  0.112
H -0.0615 1.3092 -0.8390  0.113
H -0.5450 -0.4080 -2.2999  0.106
H 1.6855 0.5143 -2.9661  0.109
H 2.2952 -0.9074 -2.0850  0.109
H 0.3822 -1.0921 -4.4643  0.067
H 1.0666 -2.4305 -3.5464  0.073
H 2.0993 -1.3804 -4.5365  0.067
H -1.2043 -0.8178 0.3006  0.114
H 0.3471 -0.9674 1.1112  0.115
H -1.4606 1.3141 1.2831  0.099
H -1.1067 -0.6697 3.0162  0.102
H 0.2994 0.3498 3.3511  0.104
H -1.7609 2.2164 3.2523  0.067
H -1.0597 1.5602 4.7401  0.062
H -2.5258 0.8726 4.0748  0.066

Cartesian forces, eV/Å:
C 0.13 0.21 -0.28
N 0.03 0.05 0.00
C -0.30 -0.41 -0.07
C -0.11 -0.09 -0.16
C -0.40 0.28 0.18
N 0.40 0.13 0.04
C -0.14 0.42 0.06
C -0.43 -0.02 -0.32
H 0.09 -0.15 0.18
H -0.19 -0.04 -0.03
H -0.02 -0.04 0.03
H 0.08 0.10 0.01
H 0.24 0.19 0.03
H -0.05 0.09 0.13
H 0.04 0.07 -0.02
H 0.11 -0.01 0.08
H 0.06 -0.13 -0.08
H 0.10 -0.09 -0.09
H -0.12 -0.15 0.03
H -0.03 -0.18 0.13
H 0.16 -0.26 -0.04
H 0.16 0.01 0.18
H 0.11 0.07 0.07
H 0.08 -0.04 -0.08


5.
# C2HClN2O

A cluster of 2 separate species, C2HClN2O in total at a distorted geometry (ωB97M-V/def2-TZVPD, the Open Molecules 2025 dataset).

For the HOMO-LUMO gap, the calculation gives 0.332 Eh. The spin multiplicity is 1. As for the maximum force: 0.0367 Eh/bohr. Its lowest unoccupied orbital energy is 0.112 eV. For the highest occupied orbital energy, the calculation gives -8.915 eV.

Each line ends with the Löwdin charge.
Element x y z (Å)
C 0.9427 1.7961 1.6500  -0.015
C -0.8746 -0.3673 -0.0712  -0.611
N -0.2822 -0.6728 -1.0585  -0.197
N 0.2718 -0.5573 -2.1350  0.074
O 0.5104 1.5937 2.6722  0.015
Cl -1.8430 -1.0713 1.0702  0.667
H 1.2749 -0.7210 -2.1278  0.068

Cartesian forces, eV/Å:
C -0.14 -0.07 0.38
C -0.02 0.19 0.15
N 0.12 0.66 1.05
N 0.08 -0.19 -1.87
O 0.14 0.07 -0.39
Cl -0.23 -0.44 0.19
H 0.05 -0.23 0.50


spin multiplicity of number 5 (C2HClN2O)? 1


Which formula does entry 4 have? C6H16N2